[1]
ORCA calculation (ωB97M-V/def2-TZVPD) on a gas-phase ion, C3H8N3 (charge +1) at a distorted geometry.

- Total charge: +1
- DFT total energy: -7700.9745 eV
- Gap between HOMO and LUMO: 0.42193 Eh
- ΔE to the lowest compared entry with this formula, charge and spin: 99.25 kcal/mol
- Lowest unoccupied orbital energy: -0.1179 Ha

Geometry (Å):
C  0.870  -0.892  0.275
N  0.965  0.322  -0.465
C  0.191  1.313  0.255
N  -1.066  0.625  0.535
N  -1.508  -0.121  -0.648
C  -0.909  -0.765  0.427
H  1.277  -0.980  1.395
H  1.260  -1.649  -0.374
H  1.961  0.533  -0.688
H  0.420  1.582  1.330
H  0.072  2.238  -0.474
H  -0.931  0.111  -1.468
H  -2.553  -0.074  -0.769
H  -1.517  -1.438  1.055

[2]
ORCA calculation (ωB97M-V/def2-TZVPD) on a gas-phase ion, C5H12N3 (charge +1) at a distorted geometry.

- Total charge: +1
- DFT total energy: -9840.0401 eV
- Gap between HOMO and LUMO: 0.35556 Eh
- ΔE to the lowest compared entry with this formula, charge and spin: 96.20 kcal/mol
- Lowest unoccupied orbital energy: -0.1364 Ha

Geometry (Å):
C  2.717  -1.071  0.491
N  1.920  -0.318  -0.064
C  0.806  0.433  0.443
C  0.213  0.636  -0.965
N  -0.836  0.008  -1.298
C  -1.579  -0.073  -2.521
N  -0.114  -0.231  1.340
C  -0.965  0.570  2.122
H  3.296  -1.522  -0.168
H  2.703  -1.235  1.603
H  1.011  1.297  1.064
H  0.582  1.260  -1.690
H  -1.102  -0.426  -0.368
H  -1.678  0.890  -3.196
H  -1.101  -0.983  -2.962
H  -2.620  -0.341  -2.456
H  0.081  -1.122  1.727
H  -1.164  1.329  1.491
H  -0.359  0.966  3.049
H  -1.812  -0.068  2.360